95
Properties=species:S:1:pos:R:3:forces:R:3:mulliken_spin:R:1 method="wB97M-V/def2-TZVPD" relative_energy_kj_mol=208.0 homo_ha="-0.2644 / -0.2645" total_charge=0 e_tot_ha=-3248.9777 multiplicity=2 lumo_energy_ev="-1.2 / -1.2" fmax_ha_per_bohr=0.029 homo_lumo_gap_ev="6.01 / 6.03"
C 3.228643 1.929230 -3.017609 -0.08 0.07 -0.04 0.00
H 3.485995 3.119547 -0.351452 -0.04 -0.01 -0.01 0.00
S 1.857903 -1.341128 0.769922 -0.03 1.08 0.52 -0.08
H -1.832329 -4.029029 1.152933 -0.03 -0.01 0.02 0.00
H -0.224479 0.417830 -4.935489 -0.04 -0.01 0.01 0.00
C -1.368633 -0.065999 3.016521 0.09 -0.33 -0.57 0.01
H -2.294320 5.095267 -0.248332 0.04 -0.01 0.00 0.00
H 5.053213 2.812179 -3.727251 -0.04 0.00 0.02 0.00
C 2.434618 -3.574269 -3.863099 0.02 0.03 0.02 0.00
H -4.363954 1.503553 -4.990713 0.02 0.01 0.01 0.00
C 5.633496 -2.064666 2.165693 0.04 -0.04 -0.07 0.00
H 4.027929 2.250749 1.106968 0.00 0.01 0.04 -0.01
C -3.230423 -1.041778 4.317704 0.05 -0.06 0.06 0.00
C 4.339325 0.037606 2.182456 -0.22 -0.14 0.08 0.00
C 3.234289 -2.787128 -3.043096 -0.05 0.03 -0.02 0.00
H 6.454458 -1.497482 2.587387 -0.05 0.00 0.01 0.00
C -0.300012 2.617011 0.885904 0.00 -0.09 0.30 0.05
H -0.378615 -1.694400 -3.844162 0.01 -0.03 0.00 0.00
C 3.337818 3.993689 -4.252533 -0.01 -0.03 0.01 0.00
H -4.671708 -0.847823 1.579771 0.00 -0.03 -0.01 0.00
C -1.077770 0.887981 -3.013897 -0.02 -0.06 -0.04 0.00
H -0.419614 -3.032250 4.589468 0.00 0.01 -0.06 0.00
C 1.139192 -3.171412 -4.151238 -0.01 0.04 0.03 0.00
C -2.852221 -3.697059 1.311035 -0.04 -0.03 0.07 0.00
H 1.454576 4.957445 -4.619642 0.01 -0.05 -0.01 0.00
H 3.746066 1.096676 -2.553847 0.00 -0.01 -0.04 0.00
H -4.297164 1.887028 -2.545302 0.01 -0.02 -0.01 0.00
C -4.540704 -0.993430 4.800765 0.03 -0.06 0.07 0.00
N -0.597832 1.129641 2.760059 0.48 0.26 0.18 -0.08
H -0.093915 5.985453 -0.958269 0.00 -0.03 0.02 0.00
C 5.766696 -3.415123 1.900944 -0.01 0.00 0.02 0.00
O 0.740989 -0.943201 3.483463 0.07 -0.05 0.19 -0.01
H 3.917554 4.754056 -4.761928 -0.01 -0.01 0.02 0.00
O 5.232100 0.817259 1.944040 0.11 0.13 0.22 0.00
C -4.445963 -1.908056 1.553528 -0.07 -0.10 -0.05 0.00
C -3.410350 1.547909 -3.067947 0.06 -0.01 -0.02 0.00
C -2.297658 0.927442 -5.105740 0.05 0.00 0.03 0.00
H -2.410840 2.890669 0.911105 0.01 0.01 -0.03 0.00
H -5.395890 2.114369 3.785258 0.01 -0.02 0.01 0.00
C -4.794508 1.224066 3.922414 -0.01 -0.03 0.01 0.00
C 3.305687 2.951882 0.710670 0.01 -0.04 -0.04 0.00
C 4.703595 -4.100129 1.320288 -0.04 0.04 -0.07 0.00
H 3.368176 -1.020249 -1.855616 -0.02 -0.02 0.01 0.00
H -2.218888 1.477679 -1.288252 -0.01 -0.04 -0.03 0.00
H -3.652975 -5.687146 1.402716 0.00 0.03 0.00 0.00
Tc 1.330695 0.618942 2.318026 0.50 -1.11 -0.86 1.00
H 2.818907 -4.502029 -4.269069 0.00 0.01 0.01 0.00
C -0.155021 5.042646 -0.429122 -0.05 0.00 0.04 0.01
C 2.737612 -1.600389 -2.520455 -0.05 -0.03 -0.07 0.00
H -3.069413 2.053333 2.943363 -0.04 -0.04 -0.03 0.00
C -0.494625 -1.098441 3.594622 -0.19 0.11 0.15 0.01
H -6.345196 0.147139 4.956351 0.04 0.00 0.02 0.00
H 4.798652 -5.154964 1.091543 -0.02 0.02 0.02 0.00
H 0.128491 3.205210 -3.505910 0.03 0.03 0.01 0.00
C -3.875066 -4.627918 1.452881 -0.01 0.02 0.00 0.00
H 6.687323 -3.931343 2.142181 -0.02 0.02 -0.02 0.00
C -3.500009 1.191227 3.437544 0.03 0.02 -0.06 -0.01
C 1.955019 4.102041 -4.179751 0.00 -0.03 0.04 0.00
C 1.017388 4.347442 -0.147677 0.04 0.05 -0.02 0.00
H -2.816135 -3.014713 5.148857 -0.02 0.02 -0.05 0.00
C 0.930621 3.140966 0.522873 0.06 0.16 -0.11 0.00
H 1.971750 4.754621 -0.448443 -0.03 -0.02 -0.03 0.00
C -5.326124 0.121249 4.592207 -0.01 0.05 -0.03 0.00
Te -1.617781 -0.942577 0.861862 -0.49 0.12 0.19 0.01
C -5.181386 -4.198404 1.648350 0.02 0.05 0.01 0.00
C 1.208938 3.116842 -3.541861 0.11 -0.04 0.01 0.00
C 0.642041 -1.982847 -3.624693 0.09 -0.02 0.06 0.00
C 1.438914 -1.175955 -2.813518 -0.05 -0.07 0.03 0.00
C -1.386873 4.544786 -0.034785 -0.01 -0.07 0.03 0.00
O 3.201709 0.379519 2.777171 0.14 0.68 0.12 0.06
H -2.318612 0.775214 -6.178463 0.00 0.01 0.02 0.00
C -5.465627 -2.838096 1.704421 0.04 -0.02 -0.01 0.00
Sb 0.691405 0.579435 -1.820864 -0.16 0.08 -0.56 0.00
C -3.131998 -2.332531 1.360657 0.07 0.01 -0.04 0.00
C -1.121075 0.712929 -4.400450 -0.03 0.09 0.07 0.00
H 3.358781 3.892506 1.260618 -0.04 0.00 0.00 0.00
C -3.445984 1.340444 -4.438919 0.01 0.01 0.04 0.00
C 1.836340 2.013818 -2.960462 0.08 0.07 0.12 0.00
N -0.299087 1.316330 1.439357 -0.38 -0.38 -0.32 0.05
C 4.441855 -1.403274 1.881035 0.02 -0.18 -0.09 0.01
H -6.485805 -2.502159 1.849782 0.04 -0.01 0.00 0.00
C -1.459137 3.320796 0.622692 -0.09 0.07 -0.06 -0.01
C -2.375975 -2.188761 4.599595 -0.15 0.13 0.08 0.00
C -1.070941 -2.222236 4.290624 0.09 -0.03 0.00 0.00
C -2.232531 1.318193 -2.361039 -0.01 -0.05 -0.10 0.01
C 3.974136 2.903362 -3.672367 -0.02 0.01 0.02 0.00
H 0.507978 -3.785220 -4.783005 0.00 0.01 0.02 0.00
C 3.368866 -2.078624 1.301754 -0.15 -0.17 0.11 0.00
H -4.926634 -1.843884 5.352354 -0.02 0.02 -0.06 0.00
H -5.981957 -4.922331 1.747035 0.04 0.02 0.01 0.00
C -2.720907 0.049539 3.602234 0.12 0.06 0.10 -0.01
H 4.240765 -3.103144 -2.796938 0.00 0.01 -0.01 0.00
H 2.699138 -3.971633 0.555939 0.05 0.00 0.04 0.00
C 3.523038 -3.441878 1.021679 -0.02 -0.04 -0.04 -0.01
O 2.002024 2.360325 0.884606 0.12 -0.09 0.31 0.01